(1)
This record from OMol25 describes a structure of composition C28H23Cl2N3PPdS2. The level of theory is wB97M-V/def2-TZVPD.

The geometry in XYZ format:
```
60
Properties=species:S:1:pos:R:3:forces:R:3:mulliken_charge:R:1
Pd 0.008103 0.413400 1.198900 -0.15 -0.07 -0.25 1.158
Cl -2.968475 2.570447 2.371224 -0.01 -0.01 0.01 -0.122
Cl -0.213167 3.549369 2.639461 0.01 0.08 0.05 -0.109
S 1.065862 -1.768749 -0.537406 0.12 -0.14 -0.18 -0.458
S -0.192949 1.336840 -0.939739 0.08 -0.19 -0.19 -0.550
P 0.397635 -0.450323 -1.834453 -0.10 0.21 0.02 0.885
N -1.804447 -0.533403 1.334526 -0.18 0.09 0.30 0.449
N 1.892258 1.067160 1.644751 0.08 0.07 0.27 0.465
N 0.119275 -0.222140 3.040937 0.12 -0.02 0.23 -0.194
C 1.293028 1.009576 -4.023446 0.01 -0.01 -0.01 -0.528
C 3.407211 0.660361 -5.108152 0.00 0.00 -0.01 -0.463
C 1.599656 -0.000649 -3.112903 0.03 -0.01 0.05 0.712
C -0.926985 -0.873940 3.549604 -0.14 -0.02 -0.18 0.094
C 3.713120 -0.342847 -4.202478 0.01 0.00 0.00 -0.572
C 2.810336 -0.675598 -3.200453 -0.01 0.01 0.00 -0.438
C -2.726790 -0.657831 0.387665 -0.04 -0.05 -0.01 -0.377
C -3.137428 -2.085321 -4.278823 0.01 -0.01 0.00 -0.495
C -2.141516 -2.934824 -3.815479 -0.02 0.00 0.00 -0.657
C -1.090462 -2.430983 -3.064871 -0.02 0.01 -0.01 -0.733
C 4.020827 2.037263 1.250926 0.03 0.00 0.04 -0.920
C 3.504761 1.125495 3.400277 -0.01 -0.03 0.05 -0.763
C -1.852511 3.912083 2.073624 0.02 -0.06 -0.01 -0.359
C 1.229319 0.058425 3.728569 0.12 0.08 -0.14 0.298
C -1.029895 -1.068979 -2.779610 0.01 -0.03 0.09 0.625
C 2.257766 0.779266 2.923684 -0.19 -0.03 -0.12 0.649
C -2.034255 -1.059649 2.568443 0.19 0.12 -0.05 0.669
C -3.081356 -0.728080 -3.994181 0.02 0.01 0.01 -0.784
C -0.884703 -1.300727 4.866871 0.03 0.00 0.05 -0.764
C -2.029436 -0.218520 -3.245083 0.02 -0.01 -0.04 -0.164
C -3.930964 -1.309085 0.614303 0.00 -0.03 0.08 -0.960
C 2.196371 1.338341 -5.018792 0.01 0.00 0.00 -0.713
C 0.254084 -1.025221 5.613655 0.02 0.04 -0.12 -0.746
C -4.181774 -1.832343 1.868182 0.03 0.02 -0.07 -0.584
C 4.397857 1.768865 2.552750 -0.01 0.01 -0.07 -0.519
C 2.751777 1.668768 0.829149 -0.01 -0.03 0.08 -0.289
C -3.215678 -1.707593 2.859813 0.00 -0.02 0.01 -0.723
C 1.325816 -0.340393 5.050436 -0.05 -0.05 0.07 -0.771
H -1.808442 4.089368 1.006037 0.00 -0.01 0.00 0.241
H 2.210359 -0.130722 5.633570 -0.01 0.00 0.00 0.456
H 3.035482 -1.457475 -2.485817 0.00 0.00 -0.01 0.364
H -3.957651 -2.481952 -4.862766 0.00 0.00 0.00 0.422
H 3.786435 0.893291 4.417322 -0.01 0.00 0.00 0.419
H -4.648431 -1.390008 -0.189409 0.00 0.00 0.00 0.491
H -1.989325 0.839412 -3.015668 -0.02 0.00 0.00 0.434
H -3.388136 -2.113763 3.846155 0.01 0.00 0.00 0.413
H 4.690892 2.527105 0.559522 0.00 0.00 0.00 0.444
H 4.111350 0.916454 -5.888944 0.00 0.00 0.00 0.385
H -5.114852 -2.336115 2.080249 0.00 0.00 0.00 0.454
H 1.959226 2.121597 -5.726453 0.00 0.00 0.00 0.403
H -0.319555 -3.091039 -2.687537 0.00 0.00 0.00 0.369
H -3.854313 -0.063916 -4.358457 0.00 0.00 0.01 0.423
H -1.713810 -1.835480 5.306168 0.00 0.00 0.01 0.455
H 0.350597 1.540156 -3.953584 0.00 0.01 -0.01 0.308
H 2.395742 1.854635 -0.175232 0.00 0.01 0.00 0.484
H -2.492972 -0.220738 -0.572760 0.03 0.03 0.02 0.685
H 4.654109 -0.872052 -4.275752 0.00 0.00 0.00 0.413
H -2.213046 4.777673 2.614618 0.00 0.01 -0.01 0.373
H 0.309533 -1.350492 6.643280 0.00 0.01 0.01 0.445
H 5.379032 2.048540 2.911101 0.00 0.00 0.00 0.450
H -2.184493 -3.992942 -4.037548 0.00 0.00 0.00 0.417
```
Forces are in eV/Å.

Calculated values
F_max	0.0071	hartree/bohr
HOMO-LUMO gap	6.555	eV
E_LUMO	-3.67	eV
total charge	+1
2S+1	1

=====

(2)
This record from OMol25 describes a structure of composition C28H23CrN4PS2. The level of theory is wB97M-V/def2-TZVPD.

The geometry in XYZ format:
```
59
Properties=species:S:1:pos:R:3:forces:R:3:lowdin_spin:R:1
Cr 0.510664 0.010324 -1.106239 -0.25 -0.11 0.02 3.735
S -0.690962 -1.652262 -2.234189 0.31 -0.08 0.14 -0.001
S 0.155154 -4.237986 -0.097150 -0.04 0.10 0.01 0.009
P -0.564078 0.458659 1.151475 0.11 -0.06 -0.10 0.045
N 0.456018 -0.602806 2.005089 -0.07 0.09 -0.14 0.007
N 1.763609 -1.076700 0.131745 -0.08 0.25 -0.22 0.001
N 2.979079 -5.294371 -2.184586 -0.12 0.12 0.16 0.002
N 2.245555 -2.257862 -4.384091 -0.23 0.07 0.16 -0.002
C -0.888223 1.792253 2.334594 -0.03 0.03 0.09 0.011
C 1.180883 2.052681 -2.128490 0.15 0.29 -0.11 0.009
C 1.510086 -2.535462 -3.533556 0.28 -0.08 -0.06 0.004
C -4.631697 -1.539659 0.559725 -0.05 0.02 -0.02 0.001
C 1.983688 2.728526 -1.043442 0.04 -0.04 0.02 0.011
C 3.454198 -2.647029 1.623365 0.11 -0.09 0.11 0.010
C -1.390443 3.835382 4.156921 -0.02 0.03 0.03 0.000
C 0.915117 -3.830285 -1.558631 0.27 -0.14 0.02 0.005
C 0.651985 -2.797446 -2.427763 -0.23 0.15 -0.06 0.013
C 2.372909 -2.048464 2.217898 -0.05 0.07 -0.03 -0.003
C -1.492780 1.509897 3.561535 0.01 -0.02 0.01 0.002
C -0.187979 1.112389 -4.390506 0.01 -0.03 -0.07 0.023
C 1.166209 0.859632 -4.246546 -0.08 -0.08 0.09 0.024
C -2.166168 -0.364023 1.029025 -0.16 0.21 0.09 0.004
C -4.535776 -0.155402 0.662228 -0.01 -0.03 -0.01 0.000
C -2.260740 -1.743925 0.911991 -0.02 0.00 -0.11 0.001
C 3.727020 -2.427615 0.274502 -0.09 0.00 -0.10 -0.001
C 1.836314 1.302057 -3.108978 0.09 -0.04 -0.16 0.022
C -3.499143 -2.328042 0.679273 0.05 -0.01 0.00 0.000
C 1.534754 -1.249221 1.435967 0.06 -0.10 0.10 0.012
C -1.729990 2.524389 4.472897 -0.01 -0.02 0.01 0.001
C 2.855378 -1.640472 -0.428694 -0.03 -0.10 0.08 0.015
C 2.062152 -4.655937 -1.901658 0.04 0.00 -0.19 0.001
C -0.564019 3.108001 2.023297 -0.01 0.02 0.03 0.001
C -0.200024 2.270522 -2.275793 0.02 -0.03 0.13 0.014
C -3.304617 0.434316 0.892297 -0.08 0.00 0.06 0.001
C -0.817810 4.130055 2.930396 0.01 -0.03 -0.01 0.000
C -0.873223 1.799350 -3.397132 -0.01 -0.11 0.04 0.011
H 2.920876 2.204026 -0.851117 -0.01 0.00 -0.04 0.001
H 2.144483 -2.201101 3.263856 0.00 -0.01 -0.01 0.000
H -1.585371 4.628214 4.868676 0.01 -0.02 -0.03 0.000
H -2.191768 2.297054 5.425886 0.01 0.01 -0.04 0.000
H -0.734734 2.847148 -1.528868 0.02 0.02 0.00 0.002
H 4.097310 -3.289945 2.210662 -0.01 0.00 -0.02 0.001
H 2.994488 -1.454024 -1.485237 -0.03 -0.05 -0.10 0.003
H 1.445044 2.797735 -0.101201 -0.05 0.01 0.01 0.003
H -1.374872 -2.366595 0.921620 0.04 -0.07 0.03 0.000
H -5.419973 0.461559 0.561873 0.02 -0.01 0.00 0.000
H 4.557989 -2.895247 -0.229983 0.03 0.00 0.02 0.000
H -1.800998 0.495338 3.793830 0.02 0.03 0.00 0.000
H -3.237251 1.514609 0.978376 0.01 -0.05 0.00 0.000
H -1.939237 1.962898 -3.483875 0.00 0.00 -0.02 0.000
H -3.558377 -3.402270 0.559584 0.00 0.02 0.02 0.000
H -5.593612 -1.999961 0.369489 0.02 0.01 0.01 0.000
H -0.720286 0.734332 -5.253336 0.02 0.03 0.03 0.002
H 1.697020 0.271128 -4.979933 0.02 -0.03 -0.03 0.001
H 2.230761 3.742532 -1.364177 0.02 0.01 0.04 0.001
H 2.897147 1.102648 -3.001818 -0.01 0.02 -0.02 0.002
H 0.299607 -0.791607 2.980272 -0.06 -0.11 0.12 0.000
H -0.566973 5.151525 2.674930 -0.01 -0.01 0.01 0.000
H -0.124377 3.346541 1.063716 0.00 -0.01 0.01 0.000
```
Forces are in eV/Å.

Calculated values
F_max	0.0068	hartree/bohr
ΔE to the lowest compared entry with this formula, charge and spin	43.89	kcal per mole
HOMO-LUMO gap (alpha / beta)	5.582 / 6.161	eV
<S²>	6.05
E_LUMO (alpha / beta)	-0.84 / -0.34	eV
2S+1	5

=====

(3)
This record from OMol25 describes a structure of composition C28H23N2PS3SeSr. The level of theory is wB97M-V/def2-TZVPD.

The geometry in XYZ format:
```
59
Properties=species:S:1:pos:R:3:forces:R:3:mulliken_charge:R:1
Sr 0.986474 -1.378579 -1.141921 -0.05 0.12 -0.20 0.943
Se 0.876222 -3.623083 0.728680 -0.06 -0.26 0.10 -1.332
S 2.354383 5.676358 -3.553934 -0.01 -0.02 -0.09 -0.243
S 0.309620 -2.729263 4.714633 0.01 0.02 0.14 -0.013
S 0.833710 -0.514614 -3.820114 -0.02 0.04 0.00 -1.252
P -2.163444 -1.527526 -0.565277 0.25 -0.04 -0.10 0.937
N 1.091687 -0.026798 1.410096 0.03 -0.03 0.42 0.297
N 1.499510 1.340380 -0.817977 0.17 0.56 -0.04 0.055
C 1.626634 2.003505 -1.948197 -0.04 -0.26 0.20 -0.324
C 1.884487 3.401588 -1.989267 -0.01 -0.05 -0.07 0.857
C 0.780919 -1.089412 4.950507 0.02 0.00 0.23 0.393
C 1.955984 4.010907 -3.316688 -0.06 -0.15 -0.23 0.347
C 1.026193 -0.213524 3.802643 -0.03 0.02 -0.03 0.756
C -2.167941 -5.173848 -2.442640 0.02 -0.05 0.04 -0.632
C 1.912412 3.290603 2.836217 0.03 0.13 0.02 -0.883
C -2.349178 -2.855767 -1.807852 -0.07 0.00 -0.03 0.585
C -2.645514 -2.539373 -3.134526 0.01 0.05 0.03 -0.390
C 1.431195 1.268715 1.551972 -0.03 -0.02 0.12 -0.557
C -3.611830 -0.465619 -0.967551 -0.08 0.02 0.00 -1.491
C 1.717177 3.379702 -4.512658 0.09 0.23 0.20 -0.306
C 0.567652 -1.886911 7.122190 -0.04 -0.13 0.01 -0.556
C 0.891944 -0.746113 2.494694 0.02 0.18 -0.21 -0.379
C -2.079817 -4.183366 -1.474460 0.00 0.00 -0.01 -0.217
C 0.233611 -2.997308 6.400021 0.01 0.01 0.01 -0.429
C 2.202795 5.530368 -5.257683 -0.02 -0.10 0.01 -0.370
C 2.066508 4.001807 1.695035 0.02 0.12 0.16 -0.848
C 2.045093 4.084311 -0.808050 -0.01 -0.13 0.01 -0.852
C 0.882091 -0.790017 6.289132 -0.01 0.00 -0.23 -0.409
C 1.627502 2.020005 0.342190 -0.02 -0.02 -0.07 -0.728
C -2.732160 -3.532435 -4.096804 -0.01 -0.01 -0.01 -0.605
C 1.581479 1.899270 2.801013 -0.06 -0.22 -0.24 1.156
C -2.506027 -4.856350 -3.749255 -0.01 -0.01 -0.02 -0.316
C -2.728942 -2.364516 0.953977 -0.08 0.10 0.08 -1.325
C 1.921699 3.390190 0.410753 -0.04 -0.22 -0.15 1.250
C 1.373421 1.111949 3.943600 -0.05 -0.11 -0.06 -0.822
C 1.862698 4.261616 -5.615267 0.01 0.06 -0.10 -0.623
H -3.724347 0.268059 -0.166883 -0.01 0.01 0.02 0.381
H -2.844122 -1.616372 1.742423 0.00 0.02 0.00 0.432
H 2.303519 5.059219 1.741668 0.00 0.01 -0.02 0.366
H -1.725409 -4.434114 -0.481468 0.00 0.01 0.00 0.031
H 0.651148 -1.802518 2.267322 0.05 0.02 0.11 -0.409
H 2.256226 5.149306 -0.789217 0.00 0.02 -0.03 0.380
H -4.538851 -1.035279 -1.069001 0.01 -0.02 0.01 0.370
H 1.476671 1.564439 4.923941 0.01 0.00 0.01 0.314
H 1.175111 0.182103 6.658376 0.01 0.02 0.01 0.324
H -2.934061 -3.262562 -5.126068 0.00 0.00 0.00 0.334
H -2.756206 -1.505562 -3.434597 0.02 0.01 -0.01 0.129
H 0.591064 -1.859171 8.202809 0.00 0.01 0.01 0.359
H 1.448971 2.328620 -4.606357 -0.02 -0.05 0.07 0.403
H 2.372280 6.376925 -5.902289 0.01 0.04 0.02 0.418
H -1.920014 -3.037325 1.249247 0.02 -0.07 0.04 0.224
H -2.554104 -5.632548 -4.504616 0.00 -0.01 0.00 0.339
H -3.672173 -2.898709 0.816091 0.00 -0.03 -0.01 0.432
H 2.026377 3.772375 3.801341 0.00 0.00 0.01 0.359
H -1.931503 -6.195625 -2.170870 0.00 -0.01 -0.01 0.363
H -0.039856 -3.967425 6.781907 -0.01 -0.02 -0.02 0.411
H 1.716680 3.950083 -6.639751 0.00 0.02 -0.02 0.384
H 1.486651 1.337485 -2.831134 0.01 0.20 -0.05 -0.387
H -3.422296 0.081746 -1.890105 0.02 -0.01 -0.01 0.373
```
Forces are in eV/Å.

Calculated values
F_max	0.0114	hartree/bohr
ΔE to the lowest compared entry with this formula, charge and spin	32.61	kcal per mole
HOMO-LUMO gap	3.517	eV
E_LUMO	3.62	eV
total charge	-2
2S+1	1